Record 1
The molecule C4H4O2 in a non-equilibrium geometry, computed with ωB97M-V with the def2-TZVPD basis set.

Positions of all 10 atoms, in Å:
C -1.288 -0.522 -0.090
C -1.082 0.751 -0.022
O 0.258 1.258 0.051
C 1.218 0.431 -0.028
C 1.121 -0.796 -0.134
O -0.165 -1.331 0.184
H -2.341 -0.901 -0.075
H -1.652 1.624 0.014
H 2.076 0.948 0.306
H 1.853 -1.462 -0.207

Force components x, y, z for each atom (eV/Å):
0.0 -1.2 1.1
2.6 2.0 -0.3
-5.0 2.7 0.7
3.8 4.0 0.9
-4.5 -3.7 0.4
-1.2 -1.4 -1.3
1.5 -0.4 -0.2
-1.6 0.5 -0.3
1.7 0.2 -0.8
2.7 -2.8 -0.1

Results
- Relative energy (zero: lowest compared OMol25 entry of this formula, charge and spin): 74.5 kcal/mol
- Highest occupied orbital energy: -7.890 eV
- Gap between HOMO and LUMO: 0.3275 hartree
- LUMO level: 1.0 eV
- 2S+1: 1
- Structure (SMILES): C1=COC=CO1

---

Record 2
A structure of composition C24H33BrClN5OTeY, computed with ωB97M-V with the def2-TZVPD basis set.

Positions of all 67 atoms, in Å:
Y 1.041 1.301 -0.337
C 3.926 2.290 1.159
N 2.811 1.396 1.507
C 3.337 0.043 1.770
C 2.133 1.861 2.736
C 1.322 3.116 2.499
N 0.220 2.895 1.542
C -0.900 2.215 2.228
C -0.254 4.220 1.093
H 4.677 2.316 1.957
H 3.576 3.306 0.984
H 4.400 1.936 0.245
H 4.012 0.057 2.634
H 3.895 -0.309 0.907
H 2.507 -0.634 1.960
H 2.875 2.040 3.524
H 1.493 1.047 3.078
H 1.958 3.910 2.105
H 0.925 3.488 3.451
H -1.238 2.818 3.078
H -0.597 1.228 2.567
H -1.724 2.092 1.528
H -0.566 4.823 1.953
H -1.098 4.103 0.420
H 0.548 4.745 0.575
Br -7.197 -1.619 2.595
C -6.125 -2.601 1.389
C -5.582 -1.960 0.285
C -4.776 -2.670 -0.589
C -4.535 -4.015 -0.351
C -5.123 -4.669 0.721
C -5.905 -3.952 1.613
N -3.761 -4.808 -1.273
N -2.594 -4.516 -1.541
C -1.918 -3.426 -0.885
C -1.760 -3.355 0.470
C -0.998 -2.326 1.064
C -0.397 -1.368 0.285
O 0.318 -0.351 0.752
C -0.528 -1.453 -1.136
N 0.095 -0.483 -1.865
C -0.012 -0.526 -3.175
C -0.721 -1.526 -3.860
C -1.349 -2.505 -3.141
C -1.272 -2.485 -1.732
H -5.787 -0.912 0.114
H -4.340 -2.176 -1.448
H -4.964 -5.730 0.857
H -6.353 -4.443 2.465
H -2.232 -4.089 1.110
H -0.894 -2.281 2.139
H 0.477 0.267 -3.732
H -0.755 -1.505 -4.940
H -1.899 -3.298 -3.632
Cl -1.472 2.173 -1.286
C 0.151 2.826 -1.922
H 0.082 3.903 -1.767
H 0.107 2.665 -3.000
C 5.323 -0.360 -1.268
Te 3.471 0.114 -2.203
C 4.178 1.908 -3.109
H 5.642 0.431 -0.596
H 6.059 -0.503 -2.054
H 5.204 -1.291 -0.720
H 4.902 1.653 -3.878
H 4.631 2.547 -2.356
H 3.330 2.416 -3.560

Force components x, y, z for each atom (eV/Å):
-0.2 -0.2 0.5
0.0 0.0 0.0
0.0 0.0 0.0
0.0 0.0 0.0
0.0 0.0 0.0
0.0 0.0 0.0
0.0 0.1 -0.1
0.0 0.0 -0.1
0.0 0.0 0.1
0.0 0.0 0.0
0.0 0.0 0.0
0.0 0.0 0.0
0.0 0.0 0.0
0.0 0.0 0.0
0.0 0.0 0.0
0.0 0.0 0.0
0.0 0.0 0.0
0.0 0.0 0.0
0.0 0.0 0.0
0.0 0.0 0.0
0.0 0.0 0.0
0.0 0.0 0.0
0.0 0.0 0.0
0.0 0.0 0.0
0.0 0.0 0.0
0.0 0.0 0.0
0.0 0.0 0.0
0.0 0.0 0.0
-0.1 0.0 0.1
0.1 -0.1 -0.1
-0.1 0.1 0.0
0.0 0.0 0.0
-0.2 -0.1 0.2
0.2 0.2 -0.1
-0.1 -0.2 -0.1
0.1 0.1 0.0
0.0 0.0 -0.1
0.0 0.1 -0.1
0.0 -0.2 0.4
0.0 0.0 0.1
0.1 0.0 0.0
0.0 0.0 0.0
0.1 0.1 0.1
0.0 0.0 0.0
0.0 0.0 0.1
0.0 0.0 0.0
0.0 0.0 0.0
0.0 0.0 0.0
0.0 0.0 0.0
0.0 0.0 0.0
0.0 0.0 0.0
0.0 0.0 0.0
0.0 0.0 0.0
0.0 0.0 0.0
0.2 0.0 0.0
-0.1 0.3 -0.5
0.0 0.0 0.0
-0.1 0.0 0.0
0.0 0.0 -0.1
0.0 0.0 -0.1
0.0 0.0 0.0
0.0 0.0 0.0
0.0 0.0 0.0
0.0 0.0 0.0
0.0 0.0 0.0
0.0 0.0 0.0
0.0 0.0 0.0

Results
- Total charge: +1
- Relative energy (zero: lowest compared OMol25 entry of this formula, charge and spin): 7.9 kcal/mol
- Highest occupied orbital energy: -10.018 eV
- Gap between HOMO and LUMO: 0.2641 hartree
- LUMO level: -2.8 eV
- 2S+1: 1

---

Record 3
The molecule C5H7N, computed with ωB97M-V with the def2-TZVPD basis set.

Positions of all 13 atoms, in Å:
C 1.544 -0.308 1.214
C 1.042 -0.722 0.056
C 0.567 0.215 -1.025
C -0.895 0.395 -0.810
N -2.008 0.659 -1.320
C -1.943 0.308 0.171
H 1.722 0.747 1.410
H 1.762 -1.001 2.020
H 0.824 -1.777 -0.100
H 1.057 1.192 -0.932
H 0.765 -0.155 -2.036
H -2.335 -0.665 0.463
H -2.101 1.113 0.887

Force components x, y, z for each atom (eV/Å):
0.0 -0.1 -0.2
0.1 0.0 0.2
0.0 0.0 0.0
-0.4 0.1 -0.2
0.5 -0.1 0.0
-0.2 0.0 0.4
0.0 -0.1 -0.1
0.1 0.1 -0.1
0.1 0.1 0.0
-0.1 -0.1 0.0
-0.1 0.0 0.1
0.0 0.1 -0.1
-0.1 -0.1 -0.1

Results
- Relative energy (zero: lowest compared OMol25 entry of this formula, charge and spin): 61.6 kcal/mol
- Highest occupied orbital energy: -9.872 eV
- Gap between HOMO and LUMO: 0.4030 hartree
- LUMO level: 1.1 eV
- 2S+1: 1
- Structure (SMILES): C=CCC1=NC1

---

Record 4
A structure of composition C3H3NO3 in a non-equilibrium geometry, computed with ωB97M-V with the def2-TZVPD basis set.

Positions of all 10 atoms, in Å:
C 0.041 0.716 0.555
C -1.063 -0.109 0.539
C 0.515 -0.800 -0.764
H -0.483 1.803 1.966
H -2.049 -0.139 1.132
H 1.122 -1.821 -2.323
N -0.529 -1.218 -0.225
O -0.083 2.165 0.853
O 1.468 -1.106 -1.553
O 1.062 0.508 -0.180

Force components x, y, z for each atom (eV/Å):
-4.3 6.2 1.4
1.7 -0.9 0.8
1.6 2.7 2.3
1.6 2.8 -4.8
2.1 0.1 -1.3
1.3 2.7 3.2
-1.4 -0.2 -0.7
-1.4 -5.0 6.2
0.0 -5.0 -5.4
-1.2 -3.4 -1.7

Results
- Relative energy (zero: lowest compared OMol25 entry of this formula, charge and spin): 111.9 kcal/mol
- Highest occupied orbital energy: -8.410 eV
- Gap between HOMO and LUMO: 0.3165 hartree
- LUMO level: 0.2 eV
- 2S+1: 1

---

Record 5
A structure of composition C5H8N2O in a non-equilibrium geometry, computed with ωB97M-V with the def2-TZVPD basis set.

Positions of all 16 atoms, in Å:
C -1.649 -1.244 1.953
C -0.899 -0.456 1.112
C -0.307 0.337 -1.088
C -0.995 0.414 -2.300
C 1.685 0.715 0.285
H -1.811 -2.231 1.663
H -2.027 -0.832 2.915
H -1.076 0.690 1.551
H -1.149 1.516 -3.070
H -1.798 -0.410 -2.259
H 0.909 2.163 -1.171
H 2.336 1.509 0.942
H 2.784 -0.377 1.045
N 0.785 1.214 -0.650
N 1.881 -0.429 0.633
O -0.479 -0.764 -0.158

Force components x, y, z for each atom (eV/Å):
1.9 2.1 -1.2
-3.6 2.7 2.9
0.8 0.7 -0.8
-1.0 1.3 1.7
1.6 6.5 0.6
-0.4 -1.7 0.0
0.5 -0.4 -1.0
1.6 -2.5 -2.0
1.0 -4.1 2.7
1.1 1.6 -0.8
-0.2 -2.7 1.8
-1.6 -0.7 -2.4
0.4 -0.6 1.4
-2.0 0.4 -1.1
0.7 -4.3 -0.3
-0.6 1.7 -1.4

Results
- Relative energy (zero: lowest compared OMol25 entry of this formula, charge and spin): 134.6 kcal/mol
- Highest occupied orbital energy: -8.520 eV
- Gap between HOMO and LUMO: 0.3392 hartree
- LUMO level: 0.7 eV
- 2S+1: 1

---

Record 6
The ion C3H5N2O2 with charge -1 in a non-equilibrium geometry, computed with ωB97M-V with the def2-TZVPD basis set.

Positions of all 12 atoms, in Å:
O 2.100 -1.972 0.339
N 1.370 -1.086 -0.285
C -0.015 -1.307 -0.713
C 0.154 -0.594 0.600
N -0.178 0.745 0.797
C -0.412 1.582 -0.113
O -0.870 2.814 0.301
H -0.376 -2.328 -0.772
H -0.300 -0.827 -1.582
H 0.123 -1.307 1.333
H -0.391 1.353 -1.104
H -1.205 2.928 1.199

Force components x, y, z for each atom (eV/Å):
0.1 -1.7 -0.1
-0.6 3.0 0.0
0.9 -2.0 1.6
0.3 0.5 -3.6
-0.2 -0.3 0.5
-0.4 -0.4 5.1
-0.1 1.5 -2.0
-0.1 -0.4 0.6
-0.3 1.5 -1.7
-0.2 -0.8 2.5
0.0 0.2 -3.0
0.5 -1.2 0.0

Results
- Total charge: -1
- Relative energy (zero: lowest compared OMol25 entry of this formula, charge and spin): 75.6 kcal/mol
- Highest occupied orbital energy (alpha / beta): -1.747 / -1.748 eV
- Gap between HOMO and LUMO (alpha / beta): 0.1953 / 0.1953 hartree
- LUMO level (alpha / beta): 3.6 / 3.6 eV
- 2S+1: 1
- Structure (SMILES): [O-]N1C[C@@H]1/N=C/O

---

Record 7
The molecule C3H5NO2, computed with ωB97M-V with the def2-TZVPD basis set.

Positions of all 11 atoms, in Å:
N 2.143 1.209 0.243
C 1.047 0.611 0.102
O -0.131 1.185 0.429
C -1.207 0.311 0.121
C -0.515 -1.018 -0.215
O 0.852 -0.650 -0.375
H 2.917 0.609 -0.026
H -1.775 0.719 -0.722
H -1.859 0.244 0.996
H -0.600 -1.753 0.592
H -0.871 -1.467 -1.145

Force components x, y, z for each atom (eV/Å):
-0.2 -0.2 -0.1
0.2 0.1 0.1
0.2 0.0 0.0
-0.2 -0.1 0.0
-0.2 -0.1 0.0
0.1 0.1 0.0
-0.1 0.0 0.0
0.1 -0.1 0.1
0.1 0.0 -0.2
0.0 0.1 -0.1
0.1 0.1 0.1

Results
- Relative energy (zero: lowest compared OMol25 entry of this formula, charge and spin): 25.5 kcal/mol
- Highest occupied orbital energy: -9.877 eV
- Gap between HOMO and LUMO: 0.3913 hartree
- LUMO level: 0.8 eV
- 2S+1: 1
- Structure (SMILES): N=C1OCCO1